# C4H15N2O

A cluster of 2 separate species, C4H15N2O in total (ωB97M-V/def2-TZVPD, the OMol25 dataset).

spin multiplicity: 2
F_max: 5.33 eV/A
energy: -345.92737 a.u.

Element x y z (Å)
C 0.4207 -0.0688 2.0030
N -0.8557 0.8347 2.0270
C 0.3642 -1.1505 0.8687
N 0.3479 -0.6661 -0.7106
C -0.2056 0.7203 -0.8372
C 1.6026 -2.0967 0.9869
H 0.3189 -0.6851 2.9719
H 1.1690 0.6794 1.9520
H -1.4312 0.7012 2.9397
H -0.5702 1.7995 1.9132
H -0.6140 -1.7377 0.9293
H -0.0047 -1.3843 -1.4036
H 1.3792 -0.6241 -0.9389
H -0.2368 1.1695 -1.8292
H 0.0827 1.5515 -0.2712
H -1.2761 0.6608 -0.5913
H 1.9439 -1.7754 2.0225
H 2.3516 -1.9791 0.3482
H 1.6100 -3.1869 1.0145
H -1.3947 2.8531 -3.7845
H -1.5233 1.5709 -4.4321
O -1.4176 1.8476 -3.5229

Forces on the atoms, in the same order (eV/Å):
C -4.2 -0.3 0.3
N -0.3 -1.7 1.7
C -0.6 -1.5 -1.8
N 2.3 2.0 2.9
C -3.1 -0.4 -1.8
C -2.4 0.4 4.8
H 1.0 0.9 -1.4
H 1.5 -0.3 0.1
H 1.7 0.5 -2.2
H -0.3 -0.1 0.4
H 1.3 1.0 0.2
H -0.8 -0.2 -0.1
H -0.5 0.1 -0.2
H 0.6 -1.0 -0.4
H 1.6 0.3 1.6
H 0.3 -0.3 0.0
H 0.4 -0.8 -1.1
H 3.1 1.5 -2.8
H -1.5 -0.1 0.1
H 0.0 -2.4 1.5
H -0.1 -1.1 -0.4
O 0.0 3.7 -1.2

---

# C4H15N2O

A cluster of 2 separate species, C4H15N2O in total (ωB97M-V/def2-TZVPD, the OMol25 dataset).

F_max: 0.76 eV/A
energy: -345.91377 a.u.
charge: +1

Element x y z (Å)
C -0.8729 -2.4378 0.4929
N -1.2587 -1.8664 -0.8030
C 0.4222 -1.7387 0.9314
N 0.2857 -0.2606 0.6683
C -0.6486 0.4875 1.5394
C -0.9261 1.8804 1.0149
H -0.6173 -3.4976 0.3946
H -1.6556 -2.2608 1.2212
H -1.0295 -2.4989 -1.5671
H -2.2595 -1.7108 -0.8602
H 1.2390 -2.0464 0.2948
H 0.7412 -1.8430 1.9689
H -0.0418 -0.2217 -0.3117
H 1.1996 0.1912 0.6790
H -1.5605 -0.0980 1.6323
H -0.2042 0.5487 2.5348
H -1.0824 1.8365 -0.0606
H -0.0773 2.5397 1.2084
H -1.8651 2.2019 1.4670
H 2.7936 3.6414 -4.6549
H 4.1028 3.3028 -3.9147
O 3.3154 3.8507 -3.8757

Forces on the atoms, in the same order (eV/Å):
C 0.7 0.2 -0.3
N -0.2 -0.2 -0.2
C 0.1 0.7 0.1
N 0.4 -0.1 -0.5
C -0.2 0.1 0.7
C 0.0 -0.5 -0.2
H -0.4 0.1 0.4
H -0.1 -0.3 0.1
H 0.0 0.2 0.2
H 0.1 0.0 0.0
H 0.2 -0.2 -0.2
H -0.3 -0.3 0.0
H -0.3 -0.1 0.1
H 0.1 0.0 0.1
H 0.0 0.0 -0.2
H 0.0 -0.2 -0.1
H -0.1 0.1 -0.2
H -0.4 0.2 0.1
H 0.3 0.4 0.0
H 0.1 0.0 -0.1
H 0.0 0.0 -0.2
O -0.2 0.1 0.3

---

# C4H15N2O

A cluster of 2 separate species, C4H15N2O in total (ωB97M-V/def2-TZVPD, the OMol25 dataset).

F_max: 1.56 eV/A
energy: -345.92909 a.u.
charge: +1

Element x y z (Å)
C -1.9391 0.7742 -0.8560
C -0.7990 -0.1274 -0.4020
C 0.0967 -0.5698 -1.5522
C 1.4658 -1.1556 -1.1338
N 1.3290 -1.8626 0.1455
N 0.0307 0.6164 0.5920
H -1.7286 1.7388 -1.3236
H -2.5967 1.0743 -0.0281
H -2.6313 0.2171 -1.4867
H -1.3273 -0.9025 0.1336
H -0.4556 -1.3186 -2.1253
H 0.1981 0.2476 -2.2676
H 2.2249 -0.3720 -1.0801
H 1.8543 -1.8094 -1.9182
H 2.1754 -2.3213 0.4395
H 0.6081 -2.5616 0.0741
H -0.4800 1.1856 1.2772
H 0.6145 1.3370 0.1666
H 0.6521 -0.0318 1.0932
H 0.1298 1.6005 4.1078
H 0.4707 2.5649 3.0096
O 0.1075 1.6763 3.1343

Forces on the atoms, in the same order (eV/Å):
C -1.2 0.5 0.3
C -0.6 1.3 -0.6
C 0.0 -0.7 -0.2
C -0.1 -0.2 -0.3
N -0.1 0.7 0.1
N 0.2 0.9 0.5
H 0.6 -0.3 -0.3
H 0.3 -0.3 0.3
H 0.3 0.0 -0.3
H 0.6 -0.6 0.2
H -0.1 -0.1 0.2
H 0.3 0.2 0.2
H -0.1 0.1 0.4
H -0.3 0.0 -0.2
H 0.2 -0.1 -0.1
H -0.1 -0.3 0.0
H -0.4 -0.7 0.3
H 0.2 -0.3 -0.5
H 0.0 -0.3 -0.1
H -0.2 -0.3 -0.6
H -0.1 -0.1 -0.1
O 0.3 0.5 0.7

---

# C4H15N2O

A cluster of 2 separate species, C4H15N2O in total (ωB97M-V/def2-TZVPD, the OMol25 dataset).

F_max: 4.89 eV/A
energy: -345.88945 a.u.
charge: +1

Element x y z (Å)
C 0.4093 0.2582 1.9528
C 0.5305 0.0628 0.5264
C 0.9706 -1.3972 0.1030
C 1.1633 -1.4658 -1.3492
N -0.2249 -1.3012 -2.0271
N -0.9087 0.0717 -0.0324
H -0.3070 -0.5129 2.4612
H 0.2475 1.3605 2.2279
H 1.4843 0.0103 2.3652
H 1.0971 0.7966 -0.0372
H 2.0174 -1.3688 0.6329
H 0.2520 -2.1092 0.5812
H 1.4884 -2.5459 -1.6204
H 1.8811 -0.6892 -1.7683
H -0.8169 -2.1371 -1.9263
H 0.1209 -1.1367 -2.9677
H -1.3315 1.0098 0.0129
H -1.4785 -0.5550 0.5266
H -0.8363 -0.1829 -1.0482
H -0.5149 3.4686 0.8586
H -2.1095 3.7192 0.9745
O -1.4627 3.0914 0.7181

Forces on the atoms, in the same order (eV/Å):
C 2.1 0.2 3.7
C -2.3 -2.4 -2.4
C 2.4 2.6 3.3
C -1.0 -2.6 -1.9
N 2.2 0.4 -0.4
N 0.1 2.6 0.5
H 1.1 1.7 -0.9
H -0.3 -1.8 -0.2
H -2.1 0.5 -0.4
H 0.1 0.2 0.1
H -1.8 -1.1 -0.9
H 0.9 0.2 -0.6
H 0.1 2.0 0.3
H -1.0 -1.1 0.6
H 0.7 0.3 -0.5
H -1.2 -0.4 -0.4
H 0.0 0.0 0.4
H -0.1 -0.2 -0.2
H -0.2 -0.9 -0.2
H -2.9 -0.5 -0.3
H -0.7 1.2 0.5
O 3.7 -0.8 -0.3

---

# C4H15N2O2

A cluster of 2 separate species, C4H15N2O2 in total (ωB97M-V/def2-TZVPD, the OMol25 dataset).

spin multiplicity: 2
F_max: 6.86 eV/A
energy: -421.18082 a.u.

Element x y z (Å)
C 1.7475 -0.7314 0.5930
O 2.1475 -0.7101 1.9351
C 0.2670 -0.9318 0.6472
C -0.1717 -1.5649 -0.7218
C -0.5783 -0.5346 -1.6785
N -1.9267 0.0329 -1.3268
N -0.5483 0.3617 0.9112
H 1.8570 0.1222 0.0962
H 2.2358 -1.6152 0.1132
H 3.0379 -0.9969 2.1292
H -0.0464 -1.4568 1.6361
H 0.6362 -2.1097 -1.2922
H -0.8328 -2.4772 -0.5979
H 0.0595 0.4055 -1.6562
H -0.4096 -0.8120 -2.9302
H -2.1697 0.8020 -2.0178
H -2.5974 -0.6847 -1.5515
H -1.3903 0.3481 0.3006
H -0.1048 1.2273 0.6212
H -0.6720 0.4066 1.9797
H -0.8883 4.0353 0.9625
H 0.5913 3.5563 0.8655
O -0.2435 3.3277 0.9820

Forces on the atoms, in the same order (eV/Å):
C -0.2 -4.4 2.5
O 0.0 0.8 1.2
C -2.1 -1.1 0.4
C 0.8 -2.5 0.5
C -0.6 2.7 -4.2
N 0.0 0.4 -2.1
N 1.2 -0.9 1.2
H 1.5 3.6 -2.2
H -0.5 0.8 -0.1
H 0.3 0.0 -0.5
H 0.9 -0.1 -2.2
H 0.1 0.7 1.2
H -0.1 1.5 0.0
H -0.1 -1.3 0.3
H -0.9 0.2 3.5
H 0.5 -0.9 1.2
H -0.5 -0.3 0.2
H -0.7 -0.2 0.3
H 0.7 0.7 0.0
H -0.4 0.3 -1.3
H 0.3 0.5 -0.1
H 5.8 2.3 -0.9
O -6.1 -3.0 1.0

---

# C4H15N2O2

A cluster of 2 separate species, C4H15N2O2 in total (ωB97M-V/def2-TZVPD, the OMol25 dataset).

F_max: 1.83 eV/A
energy: -421.13554 a.u.
charge: +1

Element x y z (Å)
N -0.7426 -0.0837 1.5585
C -1.0848 -0.4646 0.1351
C 0.1089 -0.7163 -0.7898
C 1.3644 -1.2435 -0.0734
O 1.0932 -2.5682 0.3233
C -1.9501 0.6629 -0.4029
N -1.1106 1.8745 -0.4392
H -1.6282 0.1002 2.0380
H -0.3111 -0.8750 2.0397
H -0.2444 0.8084 1.6258
H -1.6404 -1.3965 0.2078
H -0.2761 -1.5211 -1.4178
H 0.4220 0.0268 -1.5130
H 2.1671 -1.2836 -0.8024
H 1.5760 -0.5583 0.7432
H 1.7702 -3.2341 0.1862
H -2.8174 0.9682 0.1835
H -2.2962 0.4278 -1.4131
H -1.5974 2.6501 -0.8662
H -0.2148 1.7749 -0.8932
H 2.6019 2.1499 -0.6569
H 2.5091 1.2160 0.5811
O 2.3012 1.2852 -0.3542

Forces on the atoms, in the same order (eV/Å):
N -0.6 -0.2 0.2
C -0.6 0.7 -0.6
C 0.4 -1.3 0.1
C -0.5 -0.8 -1.5
O -1.1 -0.2 1.2
C 0.7 1.2 -1.0
N -0.1 0.2 0.7
H 0.0 -0.1 0.0
H 0.5 0.3 0.0
H 0.4 -0.2 -0.3
H -0.1 0.0 0.3
H 0.3 -0.2 -0.1
H -0.3 0.7 0.5
H 0.3 0.6 0.2
H 0.5 -0.4 0.3
H 0.4 0.5 -0.1
H -0.1 -0.6 0.2
H -0.1 -0.5 0.1
H 0.0 0.0 0.1
H -0.1 -0.2 -0.2
H 0.1 0.0 0.2
H 0.3 0.3 0.0
O -0.2 0.2 -0.2

---

# C4H15N2O2

A cluster of 3 separate species, C4H15N2O2 in total (ωB97M-V/def2-TZVPD, the OMol25 dataset).

F_max: 3.59 eV/A
energy: -421.15132 a.u.
charge: +1

Element x y z (Å)
C -1.1605 -1.7598 -0.6613
C -1.9517 -0.4953 -0.6130
C -1.4237 0.4953 0.3734
N -0.1328 1.1058 -0.1405
C 0.0459 1.7563 -1.2467
N 1.2512 2.2627 -1.6218
H -0.1105 -1.6284 -0.8452
H -1.1681 -2.2744 0.2870
H -1.5151 -2.4036 -1.4748
H -2.0245 0.0679 -1.5691
H -3.0146 -0.5915 -0.4053
H -2.0525 1.4120 0.5624
H -0.9459 0.2720 1.3601
H 0.5981 0.9843 0.6097
H -0.7468 1.8680 -1.9868
H 1.3020 2.9604 -2.3338
H 2.0474 2.4084 -1.0245
H 2.4631 0.0883 2.0033
H 1.1186 -0.2732 2.3744
O 1.5266 0.5131 2.0054
H 1.5406 -2.1335 0.8314
H 2.4327 -2.7346 1.8319
O 1.9205 -1.9002 1.6838

Forces on the atoms, in the same order (eV/Å):
C -0.2 -0.8 -0.7
C -0.9 1.2 0.0
C 1.7 3.1 0.8
N 0.2 0.1 0.0
C 1.8 0.2 0.2
N -0.9 0.1 0.3
H 0.6 0.6 -0.4
H -0.5 -0.4 0.3
H 0.0 -0.1 0.4
H 0.4 -0.6 0.2
H -0.1 -0.8 0.3
H 0.0 -1.3 -0.2
H -1.7 -1.1 -0.5
H 0.2 0.4 -1.0
H 0.0 -0.1 0.3
H -0.5 0.1 -0.8
H -0.1 -0.6 0.7
H -2.0 1.5 -0.4
H -0.6 -0.1 0.3
O 2.4 -0.5 0.2
H -0.3 0.4 -0.3
H -0.4 1.0 0.4
O 0.9 -2.3 -0.2

---

# C4H15N2O2

A cluster of 3 separate species, C4H15N2O2 in total (ωB97M-V/def2-TZVPD, the OMol25 dataset).

F_max: 6.73 eV/A
energy: -421.09214 a.u.
charge: +1

Element x y z (Å)
C -2.6344 -0.5644 0.6836
C -1.3556 -0.7244 -0.1875
C -0.3904 0.2780 0.4117
N 2.1991 0.3845 -0.5265
C 1.2776 1.3242 -0.8892
N -0.0908 1.3159 -0.4787
H -2.9691 0.4123 0.8007
H -3.3869 -1.2767 0.2969
H -2.3637 -0.9373 1.6409
H -1.5235 -0.5081 -1.2261
H -0.8748 -1.8048 -0.2284
H 0.6352 -0.1306 0.9143
H -0.8564 0.8172 1.2999
H 2.9851 0.0612 -1.1584
H 2.0359 -0.2604 0.2393
H 1.7407 1.9153 -1.8330
H -0.8167 2.0436 -0.7862
H -1.1638 -0.4071 4.0922
H 0.2418 0.0010 4.0173
O -0.5341 -0.0731 3.4516
H 1.5561 -1.0433 -3.7339
H 1.3747 -2.1514 -2.6813
O 1.4396 -1.2411 -2.7927

Forces on the atoms, in the same order (eV/Å):
C 0.7 -3.8 -1.6
C 0.5 -1.6 1.0
C 0.9 -0.3 4.0
N -0.4 0.9 -0.5
C -1.0 -0.9 -2.4
N 5.6 2.2 -3.0
H -0.7 1.8 -0.3
H -0.1 0.8 0.2
H 0.1 -0.2 1.0
H -0.2 0.3 -0.5
H -1.3 2.0 0.5
H -3.2 0.8 -1.1
H 0.5 -1.1 -0.9
H -1.5 1.3 0.8
H 0.0 0.2 -0.4
H -1.9 -0.8 2.6
H 2.0 -1.4 0.5
H -0.6 -0.1 0.0
H 0.3 0.2 -0.2
O 0.3 -0.1 0.3
H -0.1 -0.4 0.3
H -0.2 -2.5 0.0
O 0.3 2.9 -0.4

---

# C4H15N2O3

A cluster of 3 separate species, C4H15N2O3 in total (ωB97M-V/def2-TZVPD, the OMol25 dataset).

F_max: 2.82 eV/A
energy: -496.37334 a.u.
charge: +1

Element x y z (Å)
O -0.2836 3.0078 0.9136
C -0.5747 1.9096 1.2883
C -0.2390 0.6576 0.4447
C -1.2714 -0.4065 0.6293
C -0.6450 -1.7704 0.9699
N -0.2649 -2.4554 -0.3169
N -0.1792 1.1883 -0.9974
H -1.1962 1.7654 2.1920
H 0.7972 0.4768 0.7554
H -1.9377 -0.6929 -0.2009
H -2.1343 -0.2570 1.2884
H -1.3598 -2.4664 1.4057
H 0.2185 -1.7866 1.6260
H -0.8752 -3.2428 -0.4754
H 0.7052 -2.6673 -0.4758
H -0.5055 0.4918 -1.6881
H -0.5797 2.1149 -1.1703
H 0.7985 1.3227 -1.2672
H 0.4686 -0.3730 -3.9735
H 0.6391 -1.4555 -2.8570
O 0.3822 -0.5471 -3.0077
H 3.2880 1.2600 1.6584
H 2.3785 2.4235 1.7936
O 2.3702 1.5024 1.4647

Forces on the atoms, in the same order (eV/Å):
O 0.2 0.2 -0.1
C -0.6 0.0 -0.2
C -1.0 2.2 -0.3
C -1.1 -2.6 0.3
C 0.3 -1.5 -1.5
N -0.4 0.9 0.2
N 1.0 -0.4 -0.1
H 0.4 -0.2 0.1
H -0.4 -0.7 -0.3
H 0.9 0.7 -0.7
H 0.8 1.0 0.9
H -0.3 0.5 0.4
H 0.1 0.6 0.2
H 0.4 -0.1 -0.2
H 0.0 -0.3 0.4
H 0.0 0.0 0.2
H -0.4 -0.1 0.6
H 0.1 -0.1 0.1
H -0.1 -0.4 1.0
H 0.0 -0.4 0.0
O 0.0 0.8 -1.1
H -0.2 -0.4 -0.2
H -0.4 -0.4 -0.3
O 0.8 0.9 0.5

---

# C4H15N2O4

A cluster of 3 separate species, C4H15N2O4 in total (ωB97M-V/def2-TZVPD, the OMol25 dataset).

spin multiplicity: 2
F_max: 4.28 eV/A
energy: -571.72303 a.u.

Element x y z (Å)
C 0.0747 -1.6600 0.6786
N 1.4491 -2.1132 0.8788
C 2.0765 -2.3132 -0.3889
O 1.8988 -3.5097 -1.1722
C -0.2433 -0.4900 -0.2847
N 0.4774 0.8073 -0.2031
C -0.3444 1.9917 -0.6889
O -1.2300 2.1558 0.3122
H -0.6273 -2.3825 0.2533
H -0.3561 -1.5052 1.6747
H 1.8683 -1.4107 1.4712
H 2.1155 -1.5106 -1.1350
H 3.1500 -2.5287 -0.2100
H 0.9762 -3.6688 -1.4189
H -1.2613 -0.2841 0.0253
H -0.1678 -0.8024 -1.3404
H 0.6086 1.0331 0.7852
H -0.7318 1.7336 -1.6820
H 0.2568 2.8899 -0.8714
H -3.2948 1.8855 -1.0091
H -2.5234 0.7746 -0.5320
O -3.3250 0.9196 -1.0554
H -0.7618 2.7173 1.6891
H 0.2514 3.9388 1.8675
O -0.3364 3.3319 2.3558

Forces on the atoms, in the same order (eV/Å):
C -0.4 0.5 0.4
N -2.2 -0.2 -1.2
C 4.0 -1.0 -1.0
O -1.5 -0.2 0.8
C 0.3 0.5 -0.2
N -0.9 0.4 1.1
C 0.6 0.3 -0.8
O -0.2 -1.2 -1.0
H 0.6 -0.7 0.1
H 0.1 0.4 -0.1
H 0.8 -0.2 -0.3
H -0.8 0.5 0.4
H -0.3 0.9 0.5
H 0.1 0.2 0.1
H -0.4 -0.2 -0.5
H -0.3 0.0 0.5
H 0.6 -0.1 0.1
H -0.5 -0.4 0.2
H 0.5 -0.3 0.4
H -0.6 0.0 -0.2
H -0.4 -0.3 0.0
O 0.5 0.4 0.1
H 0.7 1.4 0.7
H -0.6 -0.6 0.2
O 0.3 -0.2 -0.1

---

# C4H15N2OS

A cluster of 2 separate species, C4H15N2OS in total (ωB97M-V/def2-TZVPD, the OMol25 dataset).

F_max: 2.89 eV/A
energy: -744.06367 a.u.
charge: +1

Element x y z (Å)
N 0.2313 2.0154 0.2234
C -0.1742 1.1764 -0.9388
C 0.8690 0.1201 -1.1651
S 2.1066 0.7363 -2.3723
C -1.5807 0.5657 -0.5339
N -1.6263 0.2758 0.8901
C -0.7982 -0.9177 1.3101
H -0.3268 1.6463 1.0409
H 0.1152 2.9931 -0.0283
H 1.2504 1.8707 0.4123
H -0.3564 1.6891 -1.8892
H 1.4337 -0.1777 -0.2292
H 0.4210 -0.7562 -1.6965
H 3.1734 0.9818 -1.5455
H -2.4340 1.2930 -0.7501
H -1.9345 -0.2102 -1.2280
H -2.5934 0.1197 1.1407
H -1.3568 -1.7228 1.7724
H -0.0602 -0.5967 2.0109
H -0.2724 -1.3533 0.4261
H 1.6837 -3.4977 0.4098
H 1.3041 -2.9032 1.7531
O 0.9256 -3.3478 0.9871

Forces on the atoms, in the same order (eV/Å):
N 1.5 0.1 -0.6
C -2.3 -1.8 0.2
C 1.3 -0.9 -0.4
S 0.8 0.2 0.4
C -1.3 1.4 -0.5
N 0.5 -1.0 0.0
C -0.2 0.2 -1.7
H -0.4 0.4 -0.3
H -0.3 0.2 0.6
H -1.0 0.3 -0.2
H 0.4 0.6 0.6
H -1.0 0.0 -1.1
H 0.3 0.6 0.9
H -0.7 -0.2 -0.3
H 1.4 -0.2 0.5
H 0.9 -0.5 0.2
H 0.0 0.2 0.3
H -0.4 0.1 0.0
H 0.6 0.2 0.6
H -0.6 0.2 0.9
H -0.1 -0.2 0.0
H 0.0 -0.2 0.1
O 0.2 0.2 -0.1

---

# C4H15N3O

A cluster of 2 separate species, C4H15N3O in total (ωB97M-V/def2-TZVPD, the OMol25 dataset).

F_max: 3.18 eV/A
energy: -400.86400 a.u.
SMILES: NCCN.NCCO

Element x y z (Å)
N 1.6350 1.1516 -1.4366
C 2.4835 0.3909 -0.5230
C 1.8104 -0.9019 -0.0667
N 0.7651 -0.7098 0.9988
H 0.8003 1.5006 -0.9533
H 2.1438 1.9077 -1.8745
H 2.7504 0.9459 0.3885
H 3.3983 0.0995 -1.0386
H 2.5637 -1.6058 0.2729
H 1.3011 -1.3565 -0.9257
H -0.0587 -1.2702 0.7554
H 1.1224 -1.0434 1.8863
N -1.7044 -1.2148 -0.3935
C -2.3785 -0.3704 0.6269
C -2.0631 1.0976 0.4110
O -0.6808 1.3491 0.4512
H -2.3747 -1.5858 -1.0536
H -1.0599 -0.6263 -0.9159
H -1.9925 -0.6895 1.6036
H -3.4572 -0.5621 0.5921
H -2.5642 1.7106 1.1872
H -2.4828 1.3806 -0.5749
H 0.0429 0.4022 0.5824

Forces on the atoms, in the same order (eV/Å):
N -0.2 -0.4 0.1
C -0.4 0.0 0.3
C -0.6 -0.2 -0.2
N 0.6 -0.6 -1.2
H 0.3 0.1 -0.2
H -0.1 0.0 0.2
H 0.2 0.1 -0.1
H 0.1 0.1 0.0
H 0.1 -0.1 0.1
H 0.2 0.1 0.1
H 0.4 -0.5 0.1
H -0.2 0.5 0.1
N -0.1 0.2 0.0
C 0.2 -0.4 -0.2
C 0.1 0.1 0.1
O 1.3 -1.5 -0.2
H 0.1 0.0 0.0
H -0.2 0.0 -0.2
H -0.3 0.2 0.1
H 0.2 0.1 0.1
H 0.1 -0.2 -0.3
H 0.1 0.1 0.2
H -1.9 2.4 1.0

---

Calculated values (kJ/mol) of energy relative to the best compared isomer or geometry (same formula, charge and spin) for the records, taken in order: 388.2, 83.9, 43.6, 147.7, 337.2, 152.0, 110.6, 266.0, 270.7, 108.2, 130.5, 142.3.